No. 1
ORCA calculation (ωB97M-V with the def2-TZVPD basis set) on a structure of composition C46H52AsIrN5O2P.

Geometry as XYZ:
```
108
Properties=species:S:1:pos:R:3
Ir 0.852 -0.177 0.252
C 4.781 -0.840 0.244
C 3.840 -1.657 1.128
C 2.857 -2.483 0.309
C 3.087 -0.794 2.139
C 3.996 -0.095 3.156
O 3.673 1.306 3.010
C 2.739 1.429 2.080
N 2.363 0.337 1.511
C 2.246 2.799 1.886
C 2.950 3.822 2.527
C 2.536 5.137 2.423
C 1.412 5.450 1.674
C 0.712 4.445 1.028
C 1.105 3.109 1.133
P 0.089 1.966 0.156
C 0.239 2.750 -1.475
C 1.532 3.033 -1.927
C 1.724 3.787 -3.071
C 0.631 4.257 -3.791
C -0.652 3.996 -3.342
C -0.852 3.259 -2.180
C -1.619 2.235 0.698
C -2.683 1.838 -0.118
C -3.991 2.100 0.259
C -4.255 2.732 1.467
C -3.208 3.117 2.288
C -1.897 2.879 1.902
H 5.364 -1.497 -0.402
H 5.496 -0.260 0.827
H 4.203 -0.147 -0.371
H 4.437 -2.350 1.730
H 2.180 -1.845 -0.291
H 2.259 -3.116 0.962
H 3.363 -3.119 -0.419
H 2.332 -1.404 2.645
H 5.055 -0.215 2.942
H 3.803 -0.376 4.189
H 3.832 3.583 3.102
H 3.093 5.915 2.925
H 1.082 6.476 1.584
H -0.152 4.707 0.430
H 2.380 2.702 -1.343
H 2.725 4.036 -3.399
H 0.783 4.853 -4.681
H -1.505 4.391 -3.877
H -1.860 3.122 -1.824
H -2.490 1.383 -1.081
H -4.806 1.843 -0.405
H -5.276 2.944 1.756
H -3.408 3.624 3.223
H -1.093 3.212 2.544
N -9.250 -2.923 -1.913
C -8.127 -2.687 -1.892
C -6.722 -2.385 -1.862
C -6.174 -1.754 -0.748
C -4.823 -1.458 -0.714
C -4.021 -1.801 -1.795
C -4.554 -2.436 -2.905
C -5.909 -2.723 -2.939
N -2.612 -1.505 -1.753
C -1.715 -1.596 -2.797
C -0.501 -1.284 -2.287
N -0.630 -1.008 -0.936
C -1.924 -1.123 -0.667
H -6.810 -1.494 0.087
H -4.421 -0.954 0.153
H -3.939 -2.728 -3.744
H -6.336 -3.216 -3.801
H -2.007 -1.866 -3.794
H 0.455 -1.272 -2.769
H -2.356 -0.984 0.306
C 0.761 -5.038 1.736
N -0.442 -4.324 2.082
C -1.179 -4.786 3.234
C -0.873 -3.154 1.307
C -1.037 -1.858 2.111
C -2.038 -1.890 3.089
C -2.198 -0.874 4.011
C -1.324 0.196 3.960
C -0.403 0.280 2.931
C -0.246 -0.692 1.929
H 0.616 -6.103 1.912
H 1.564 -4.698 2.402
H 1.030 -4.851 0.700
H -0.795 -5.748 3.557
H -2.238 -4.862 2.984
H -1.071 -4.052 4.038
H -1.848 -3.457 0.900
H -0.178 -3.044 0.482
H -2.720 -2.730 3.129
H -2.970 -0.933 4.766
H -1.395 0.993 4.690
H 0.219 1.166 2.900
C 3.557 -1.774 -3.238
As 2.947 0.018 -2.952
C 4.478 1.162 -2.978
C 1.830 0.462 -4.451
O 2.133 0.147 -1.495
H 3.947 -1.853 -4.253
H 2.719 -2.460 -3.121
H 4.344 -2.020 -2.529
H 4.939 1.086 -3.963
H 5.193 0.854 -2.218
H 4.169 2.189 -2.804
H 2.449 0.887 -5.241
H 1.085 1.190 -4.136
H 1.345 -0.435 -4.834
```

## Properties
Spin multiplicity: 2
Kohn-Sham gap (alpha / beta) in eV: 7.6 / 5.4
Expectation value of S²: 0.755
Net charge: +3
LUMO (alpha / beta) in eV: -8.06 / -10.24
Strongest force on any atom in hartree/bohr: 0.01816


No. 2
ORCA calculation (ωB97M-V with the def2-TZVPD basis set) on a structure of composition C46H52BN13OPb.

Geometry as XYZ:
```
114
Properties=species:S:1:pos:R:3
Pb 0.011 0.106 -0.215
C 1.705 -1.433 2.688
C 0.978 -0.166 2.992
C 1.044 0.578 4.172
C 0.201 1.643 3.975
N -0.346 1.538 2.749
N 0.126 0.418 2.139
B -1.341 2.500 2.115
N -2.263 1.787 1.058
C -3.540 2.165 0.911
C -4.057 1.624 -0.245
C -3.025 0.902 -0.818
C -3.058 0.175 -2.109
N -1.942 0.985 -0.012
N -0.513 3.612 1.330
C -0.378 4.916 1.545
C 0.476 5.483 0.619
C 1.016 4.415 -0.251
C 2.534 4.417 -0.230
N 0.296 3.185 0.257
N -2.193 3.135 3.160
C -2.838 2.491 4.182
C -3.794 3.329 4.669
C -3.708 4.497 3.866
C -4.514 5.745 3.975
N -2.767 4.363 2.949
H 1.707 -2.075 3.568
H 2.745 -1.229 2.422
H 1.239 -1.982 1.871
H 1.620 0.354 5.054
H -0.059 2.461 4.627
H -4.000 2.813 1.639
H -5.056 1.732 -0.629
H -4.092 -0.018 -2.389
H -2.556 -0.785 -2.043
H -2.601 0.775 -2.897
H -0.924 5.378 2.354
H 0.761 6.524 0.580
H 2.903 4.390 0.795
H 2.881 5.345 -0.687
H 2.963 3.591 -0.787
H -2.562 1.494 4.484
H -4.459 3.152 5.497
H -4.361 6.216 4.946
H -5.578 5.525 3.885
H -4.235 6.451 3.196
C 1.697 -5.265 1.488
C 2.024 -5.696 0.085
C 3.019 -6.637 -0.168
C 3.337 -7.025 -1.462
C 2.657 -6.485 -2.545
C 1.658 -5.550 -2.322
C 1.358 -5.166 -1.020
N 0.311 -4.194 -0.814
C 0.512 -2.878 -0.728
N 1.774 -2.466 -1.054
C 2.592 -1.411 -0.582
C 2.134 -0.165 -0.183
C 2.962 0.804 0.362
C 4.318 0.546 0.432
C 4.808 -0.672 -0.025
C 3.977 -1.665 -0.524
C 4.542 -2.985 -0.975
N -0.481 -2.036 -0.404
C -1.822 -2.588 -0.315
C -2.386 -3.130 -1.474
C -3.671 -3.640 -1.470
C -4.411 -3.602 -0.296
C -3.848 -3.074 0.852
C -2.547 -2.567 0.877
C -1.989 -2.043 2.169
H 2.137 -5.952 2.208
H 0.622 -5.235 1.666
H 2.099 -4.269 1.698
H 3.546 -7.080 0.668
H 4.110 -7.763 -1.623
H 2.890 -6.801 -3.552
H 1.096 -5.132 -3.148
H -0.635 -4.523 -0.674
H 2.327 -3.250 -1.386
H 2.552 1.736 0.730
H 4.994 1.284 0.842
H 5.872 -0.867 0.025
H 5.621 -2.999 -0.846
H 4.343 -3.170 -2.035
H 4.129 -3.822 -0.405
H -1.804 -3.166 -2.390
H -4.089 -4.064 -2.373
H -5.417 -3.998 -0.272
H -4.420 -3.071 1.772
H -2.557 -2.440 3.008
H -2.052 -0.954 2.221
H -0.946 -2.326 2.306
C -0.613 5.329 -2.105
C 0.267 4.203 -1.624
O -0.526 3.139 -0.949
N 1.047 3.689 -2.665
C 1.667 2.379 -2.561
C 0.988 1.287 -3.358
C 1.195 1.249 -4.731
C 0.649 0.229 -5.489
C -0.070 -0.762 -4.838
C -0.235 -0.661 -3.474
N 0.251 0.348 -2.736
H -1.248 5.700 -1.304
H -1.258 4.974 -2.910
H -0.003 6.149 -2.485
H 0.763 3.970 -3.590
H 1.701 2.089 -1.515
H 2.704 2.435 -2.901
H 1.806 2.013 -5.195
H 0.804 0.193 -6.559
H -0.495 -1.598 -5.375
H -0.784 -1.422 -2.938
```

## Properties
Spin multiplicity: 2
Kohn-Sham gap (alpha / beta) in eV: 7.3 / 6.1
Expectation value of S²: 0.766
Net charge: +3
LUMO (alpha / beta) in eV: -8.45 / -9.68
Strongest force on any atom in hartree/bohr: 0.00317


no.,DFT total energy (Eh)
1,-4888.93344
2,-2788.01710